1.
ORCA calculation (ωB97M-V/def2-TZVPD) on a cluster of 5 separate species, C25H31N4O5P in total in a non-equilibrium geometry.

XYZ file:
```
66
Properties=species:S:1:pos:R:3:lowdin_charge:R:1
C 0.746 1.999 -0.448 -0.15
C 1.016 2.966 0.727 -0.41
P 1.678 4.653 0.388 1.00
C 2.718 4.430 -1.126 -0.25
C 0.321 5.691 -0.246 -0.22
C -0.923 5.496 -0.696 -0.11
C -1.665 4.237 -0.899 -0.02
C -1.761 3.943 -2.378 -0.48
O -0.828 3.632 -3.067 0.13
O -3.031 4.016 -2.890 0.08
C -1.513 6.812 -1.034 -0.37
O -2.534 6.997 -1.669 0.16
O -0.656 7.789 -0.626 0.16
C 0.538 7.172 -0.261 -0.41
O 1.552 7.786 -0.043 0.15
H -0.239 1.561 -0.332 0.06
H 1.467 1.195 -0.471 0.06
H 0.761 2.500 -1.406 0.04
H 0.158 3.034 1.381 0.07
H 1.789 2.524 1.342 0.06
H 2.237 4.873 -1.988 0.04
H 2.921 3.386 -1.312 0.03
H 3.648 4.949 -0.957 0.03
H -1.262 3.407 -0.347 0.09
H -2.686 4.377 -0.562 0.14
H -3.200 4.932 -3.135 0.11
C -2.463 -2.052 -2.262 -0.12
C -3.032 -0.749 -2.284 -0.09
C -2.071 0.104 -2.756 -0.12
N -0.949 -0.630 -3.020 0.02
C -1.176 -1.943 -2.724 -0.16
H -2.948 -2.963 -1.950 0.09
H -4.029 -0.472 -1.989 0.09
H -2.082 1.165 -2.936 0.10
H -0.091 -0.253 -3.377 0.14
H -0.411 -2.687 -2.872 0.10
C 1.588 -4.394 0.782 -0.11
C 0.734 -4.373 1.917 -0.11
C -0.500 -3.951 1.491 -0.14
N -0.422 -3.711 0.150 0.03
C 0.844 -3.981 -0.290 -0.17
H 2.626 -4.677 0.757 0.10
H 1.004 -4.637 2.927 0.09
H -1.423 -3.796 2.025 0.10
H -1.176 -3.380 -0.426 0.11
H 1.109 -3.859 -1.326 0.09
C -3.319 -5.633 5.906 -0.11
C -2.867 -4.366 6.365 -0.11
C -1.817 -3.995 5.569 -0.14
N -1.619 -4.987 4.648 0.01
C -2.529 -5.988 4.845 -0.14
H -4.131 -6.215 6.307 0.09
H -3.266 -3.795 7.186 0.09
H -1.197 -3.115 5.578 0.10
H -0.911 -4.984 3.939 0.09
H -2.537 -6.862 4.217 0.11
C 4.888 -0.915 -1.609 -0.11
C 4.247 -1.117 -0.356 -0.10
C 2.986 -1.585 -0.612 -0.15
N 2.843 -1.674 -1.972 0.01
C 3.999 -1.269 -2.586 -0.14
H 5.890 -0.555 -1.773 0.09
H 4.664 -0.941 0.621 0.09
H 2.184 -1.864 0.051 0.09
H 2.020 -1.990 -2.446 0.11
H 4.087 -1.270 -3.659 0.10
```

Output
E_HOMO = -8.33 eV
SMILES = CCP(C)C1=C(CC(=O)O)C(=O)OC1=O.c1cc[nH]c1.c1cc[nH]c1.c1cc[nH]c1.c1cc[nH]c1
Net charge = 0
Relative energy (zero: lowest compared OMol25 entry of this formula, charge and spin) = 0.0 kcal/mol
LUMO level = -1.266 eV
F_max = 1.8 eV/Å

2.
ORCA calculation (ωB97M-V/def2-TZVPD) on a structure of composition C25H31N6NaO2S3 in a non-equilibrium geometry.

XYZ file:
```
68
Properties=species:S:1:pos:R:3:lowdin_charge:R:1
Na 0.044 0.524 0.221 0.12
C -0.128 3.443 1.987 -0.19
C -0.632 2.370 2.971 -0.19
N -0.044 1.055 2.756 -0.09
C 1.213 0.788 3.430 -0.28
C 2.409 1.551 2.869 -0.44
S 2.712 1.340 1.088 0.94
C 2.498 3.030 0.446 -0.43
C 1.136 3.397 -0.154 -0.25
N 0.012 2.923 0.638 -0.09
H 0.840 3.817 2.318 0.09
H -0.809 4.301 2.032 0.12
H -1.714 2.270 2.857 0.11
H -0.450 2.736 3.994 0.12
H -0.708 0.328 2.982 0.06
H 1.402 -0.284 3.344 0.10
H 1.165 1.027 4.505 0.12
H 3.302 1.204 3.390 0.07
H 2.330 2.618 3.074 0.06
H 3.251 3.143 -0.335 0.08
H 2.783 3.711 1.249 0.07
H 1.052 2.943 -1.144 0.10
H 1.135 4.488 -0.299 0.12
H -0.846 3.053 0.114 0.12
O 1.073 1.396 -3.078 -0.32
S 0.698 0.007 -2.881 0.58
O 0.515 -0.760 -4.094 -0.31
N -0.494 -0.164 -1.829 -0.19
C -1.707 0.456 -2.109 -0.25
C -2.066 0.894 -3.378 -0.03
C -3.301 1.502 -3.637 -0.07
C -4.231 1.670 -2.650 -0.06
C -3.928 1.225 -1.348 -0.16
C -4.860 1.328 -0.292 -0.02
C -4.536 0.879 0.958 -0.05
C -3.249 0.352 1.161 -0.15
N -2.349 0.249 0.217 0.09
C -2.670 0.633 -1.041 -0.15
C 2.092 -0.738 -2.029 -0.26
C 3.307 -0.586 -2.688 -0.06
C 4.455 -1.157 -2.172 -0.07
C 4.399 -1.893 -0.993 -0.08
C 3.190 -2.035 -0.333 -0.08
C 2.036 -1.453 -0.846 -0.12
H -1.380 0.753 -4.201 0.10
H -3.512 1.829 -4.648 0.11
H -5.195 2.123 -2.843 0.11
H -5.834 1.758 -0.496 0.12
H -5.237 0.929 1.780 0.10
H -2.956 0.001 2.147 0.10
H 3.338 -0.017 -3.608 0.12
H 5.397 -1.032 -2.690 0.10
H 5.297 -2.342 -0.591 0.10
H 3.129 -2.583 0.599 0.11
H 1.126 -1.557 -0.271 0.02
C -0.234 -5.378 1.859 -0.04
N -0.291 -4.676 0.598 -0.13
C -0.306 -5.240 -0.670 -0.05
C -0.412 -4.231 -1.555 -0.06
N -0.461 -3.063 -0.828 0.07
C -0.385 -3.329 0.502 -0.79
S -0.456 -2.208 1.749 0.65
H -0.115 -6.441 1.662 0.09
H -1.150 -5.206 2.423 0.09
H 0.606 -5.014 2.448 0.08
H -0.231 -6.302 -0.818 0.12
H -0.457 -4.239 -2.629 0.12
H -0.608 -2.116 -1.193 0.10
```

Output
E_HOMO = -7.28 eV
Net charge = 0
Relative energy (zero: lowest compared OMol25 entry of this formula, charge and spin) = 10.1 kcal/mol
LUMO level = 0.155 eV
F_max = 1.0 eV/Å

3.
ORCA calculation (ωB97M-V/def2-TZVPD) on a structure of composition C25H32BF4N2O2PPtSi in a non-equilibrium geometry.

XYZ file:
```
69
Properties=species:S:1:pos:R:3:lowdin_charge:R:1
Pt 0.313 -0.318 -0.451 1.02
C -2.732 3.424 -1.378 0.00
C -1.707 2.385 -1.667 -0.26
O -0.681 2.237 -0.758 -0.01
C -1.713 1.654 -2.786 0.01
C -0.920 0.529 -3.268 -0.28
C -1.090 0.208 -4.733 -0.03
N -0.128 -0.192 -2.550 -0.09
N 0.521 -1.204 -3.241 0.07
C 1.369 -1.837 -2.518 -0.42
O 1.619 -1.599 -1.248 -0.27
C 2.124 -2.949 -3.160 -0.14
C 1.933 -3.257 -4.504 -0.02
C 2.668 -4.270 -5.095 -0.07
C 3.601 -4.985 -4.353 -0.08
C 3.779 -4.696 -3.009 -0.07
C 3.046 -3.678 -2.417 -0.02
H -3.325 3.125 -0.510 0.11
H -3.387 3.543 -2.236 0.09
H -2.269 4.378 -1.127 0.09
H -2.452 1.988 -3.500 0.11
H -1.694 0.967 -5.224 0.07
H -1.569 -0.765 -4.856 0.09
H -0.120 0.145 -5.221 0.08
H 1.206 -2.696 -5.074 0.11
H 2.518 -4.505 -6.140 0.10
H 4.191 -5.760 -4.825 0.10
H 4.496 -5.256 -2.423 0.10
H 3.190 -3.431 -1.376 0.09
F -1.442 -0.086 1.192 -0.03
B -1.750 0.751 2.367 -1.26
F -0.629 1.544 2.611 0.10
F -1.977 -0.094 3.449 0.13
F -2.870 1.501 2.062 0.14
C 2.890 -2.117 1.201 -0.22
P 1.264 -1.337 1.375 0.83
C 1.451 -0.525 2.978 -0.21
C 0.166 -2.750 1.676 -0.34
C 0.162 -3.797 0.750 -0.09
C -0.697 -4.871 0.910 -0.08
C -1.579 -4.896 1.982 -0.08
C -1.584 -3.857 2.899 -0.06
C -0.710 -2.787 2.755 -0.07
H 2.847 -2.935 0.493 0.01
H 3.166 -2.494 2.185 0.06
H 3.629 -1.392 0.858 0.06
H 1.708 -1.288 3.715 0.06
H 0.552 -0.006 3.283 0.02
H 2.261 0.202 2.908 0.06
H 0.827 -3.760 -0.105 0.09
H -0.682 -5.682 0.194 0.10
H -2.268 -5.723 2.098 0.10
H -2.276 -3.865 3.731 0.11
H -0.742 -1.980 3.470 0.09
C -2.741 5.062 2.747 -0.17
Si -0.904 5.115 2.456 0.44
C 0.136 4.610 3.907 -0.17
C -0.457 6.847 1.897 -0.20
C -0.548 4.018 1.020 -0.02
C -0.591 3.135 0.203 -0.19
H -3.020 5.679 3.606 0.03
H -3.074 4.040 2.941 0.03
H -3.279 5.438 1.874 0.03
H 0.096 5.342 4.717 0.03
H 1.175 4.495 3.593 0.04
H -0.195 3.643 4.291 0.03
H -0.633 7.565 2.703 0.03
H -1.064 7.154 1.043 0.03
H 0.594 6.919 1.610 0.03
```

Output
E_HOMO = -8.40 eV
Net charge = 0
Relative energy (zero: lowest compared OMol25 entry of this formula, charge and spin) = 44.2 kcal/mol
LUMO level = -0.489 eV
F_max = 2.4 eV/Å

Which of these has the lowest E_HOMO? C25H32BF4N2O2PPtSi